1.
Density functional theory data (wB97M-V/def2-TZVPD) for C43H59ClN5O2P2S2SiTa as an isolated structure in a non-equilibrium geometry.

LUMO level in eV: -6.6
Energy in a.u.: -4383.76244
ΔE to the lowest compared entry with this formula, charge and spin in kJ/mol: 151.3
Strongest force on any atom in eV/A: 2.75
Frontier orbital gap in eV: 5.582
Net charge: +2
Highest occupied orbital energy in eV: -12.141

Geometry (Å):
H (1.1691, -4.3840, -1.6636)
C (-4.6247, -1.7219, 3.3866)
Ta (0.5263, 0.4814, 1.6808)
C (3.0206, 2.5349, 1.8181)
H (-0.2845, -0.0219, 5.5961)
H (-3.5281, 5.5512, -0.0660)
H (-4.2108, 0.9187, -6.3633)
C (0.6940, 1.6613, -6.0093)
H (-1.8415, 4.6039, 3.7551)
H (-1.9521, -3.9598, 1.3373)
H (-5.4938, -1.0632, 3.3752)
C (0.2775, 2.4417, -0.7245)
C (4.5663, -1.1836, 2.5878)
H (-0.6906, -2.7631, 0.9749)
C (2.9785, 1.2612, -0.2215)
C (-1.0602, -3.4561, 1.7235)
H (0.9823, 3.7353, 0.8575)
C (3.5170, -2.7291, 0.1424)
H (-5.5780, -0.3926, -4.7750)
N (-3.5980, -1.1832, 2.4863)
H (1.9817, -4.1167, 2.4072)
Cl (0.6612, -1.7221, -1.1040)
C (-1.8115, -3.7009, 4.0171)
C (0.6754, -2.5556, -2.6734)
H (-3.2470, 6.0733, 2.3410)
H (0.1544, -2.1960, -5.9681)
C (3.0295, 0.3380, -6.6863)
C (-1.3425, 3.2746, 2.1550)
C (-2.8282, 0.3782, 4.9212)
H (-3.4835, 0.7431, 4.1350)
C (1.0070, 0.4634, -5.3653)
H (-2.1173, -3.1730, 4.9170)
P (0.0609, -0.0996, -3.9126)
N (-1.8958, -0.6262, 4.4000)
H (4.8416, -0.2364, 2.1176)
H (0.6534, 1.6130, -1.3283)
H (3.6657, 0.6077, 0.3046)
H (-0.2961, -4.2091, 1.9064)
H (4.4763, -3.2431, 0.2387)
S (1.9101, 0.8569, 3.7593)
H (-4.8262, -0.4075, 0.9704)
H (-4.9378, -2.7169, 3.0623)
H (-3.2082, -0.8964, 0.4331)
H (-0.1835, 2.2298, -5.7297)
C (-4.0337, -1.1480, 1.0899)
H (-1.3517, 0.0820, -0.7815)
C (0.9462, -4.6501, -3.7833)
C (-1.9748, 4.3912, 2.7017)
H (-4.2574, -1.7884, 4.4075)
H (3.7870, 2.3817, 5.1075)
H (-2.4022, 3.6134, -1.0444)
S (-0.3845, 2.2102, 3.1960)
C (-2.3582, 0.4783, -5.3878)
H (-1.7912, 1.0299, -6.1224)
H (2.7781, -3.4638, -0.1758)
H (-2.2572, 1.2196, 5.3131)
H (1.2495, 3.0935, -7.4967)
N (-0.7508, 1.8764, 0.1959)
C (0.3964, -1.8976, -3.8629)
H (-3.4303, -0.0432, 5.7286)
H (-0.1811, 3.1412, -1.4243)
N (-1.3456, -2.7644, 2.9856)
H (0.6265, -4.6080, -5.9065)
H (5.4226, -1.8559, 2.4917)
C (-3.7391, 0.4062, -5.5353)
H (-4.4264, -2.1238, 0.7922)
C (4.7624, 3.6457, 3.6812)
C (1.5204, 2.1712, -7.0000)
C (3.9540, 3.4931, 1.4309)
C (-1.4835, 3.0049, 0.8100)
C (2.2171, -3.1866, 2.9263)
H (4.4057, -0.9928, 3.6485)
H (2.3761, 0.6618, -0.9016)
H (-1.9023, 1.5494, -1.5686)
O (1.9439, -0.7102, 1.4928)
H (-2.6524, -4.2991, 3.6560)
H (-2.6668, 1.0391, -0.0511)
C (2.9598, 2.1294, 3.1496)
H (3.6192, -1.9901, -0.6542)
N (2.1187, 1.9672, 0.7904)
C (-1.7332, 1.0824, -0.6015)
H (3.3278, 1.9030, -8.1245)
C (-2.7584, 5.2099, 1.9108)
C (-4.5059, -0.3286, -4.6471)
C (-1.7218, -0.1859, -4.3446)
H (3.9428, -0.1831, -6.9422)
H (2.0541, 3.6379, -0.5411)
C (0.3779, -2.6785, -5.0242)
H (-0.0879, -1.6230, 4.8623)
C (-3.8813, -1.0047, -3.6062)
C (-0.8015, -0.9430, 5.3222)
C (1.3778, 3.0658, 0.0937)
Si (3.0721, -1.9669, 1.7894)
H (5.4356, 4.0736, 4.4113)
H (1.2850, -2.7758, 3.3206)
H (1.1641, -5.7089, -3.7493)
H (5.5442, 4.7841, 2.0334)
H (2.4916, -1.0936, -5.2020)
C (0.9564, -3.9137, -2.6133)
C (2.6867, 1.5076, -7.3485)
C (3.8387, 2.6987, 4.0738)
P (-2.0246, -1.2634, 2.9178)
C (4.8222, 4.0455, 2.3523)
H (4.0156, 3.8160, 0.3997)
H (3.5446, 1.9930, -0.7960)
C (2.2029, -0.1761, -5.6993)
C (0.6471, -4.0317, -4.9917)
H (2.8522, -3.4377, 3.7775)
C (-2.5075, -0.9291, -3.4550)
H (-4.4660, -1.6092, -2.9237)
H (-0.9936, -4.3750, 4.2741)
C (-2.2779, 3.8196, 0.0111)
O (-1.2358, -0.5146, 1.7996)
C (-2.9170, 4.9173, 0.5617)
H (-2.0348, -1.4808, -2.6476)
H (-1.1951, -1.4047, 6.2301)

2.
Density functional theory data (wB97M-V/def2-TZVPD) for a 5-piece molecular cluster, C43H56NO11 overall.

LUMO level in eV: 0.0
Energy in a.u.: -2554.23385
Strongest force on any atom in eV/A: 0.93
Frontier orbital gap in eV: 1.841
Net charge: -1
Highest occupied orbital energy in eV: -1.844

Geometry (Å):
C (-3.6315, -5.2800, 0.0309)
H (-0.2763, 0.3521, -0.1422)
H (-0.6330, -4.9704, 2.7210)
O (-2.3896, 8.4514, -4.0510)
H (-3.8267, -8.4141, 1.4777)
C (-1.3608, 3.1003, 0.3046)
H (0.8097, -1.6333, -2.9888)
C (-5.2571, -6.8085, 1.8489)
C (-0.0868, -4.0387, 2.5415)
H (5.3110, -3.6835, -1.3652)
C (5.9139, -3.8988, -3.4578)
C (-3.5139, 7.4725, 3.8533)
C (-1.6435, 7.5173, -3.8460)
C (1.1250, 0.4759, -2.6043)
C (-1.9617, -1.4590, -1.5001)
O (7.0999, -3.9996, -3.2224)
H (-1.3815, -1.1836, -3.5595)
H (2.8718, -3.4841, -1.8659)
H (1.3221, 4.4286, 2.0366)
H (-0.9305, 4.3403, -5.0161)
H (3.2387, 1.3337, -1.1117)
H (-2.5125, -1.1773, 1.8865)
H (0.6834, 0.9426, -3.4991)
C (-0.8936, 5.2581, -4.4433)
O (-5.4436, 5.7884, 6.3057)
O (-0.7424, -2.0474, 1.2932)
H (-2.9221, -1.7674, -1.9466)
H (1.9172, -2.4101, 2.4024)
C (-4.0528, -7.3877, 1.2161)
C (-4.6694, 5.9391, 5.3847)
C (-2.2278, -0.6849, -0.1917)
H (-2.4102, -7.0845, -0.0973)
O (-2.0540, 6.4697, 2.2991)
H (-4.2330, 3.8092, 5.1401)
H (0.5321, -1.1473, -1.3075)
H (6.3961, -3.5327, -0.1634)
H (6.1566, -4.0769, -5.6255)
H (4.0524, -2.8898, 3.7717)
C (0.3317, 2.8870, 3.1714)
O (1.9264, -3.6046, -4.2651)
H (-2.6911, -2.5391, 0.7596)
H (-4.8762, 8.1179, 5.3447)
C (-3.2958, -6.6780, 0.3757)
H (3.1918, 2.2779, -2.4169)
H (-1.3706, 0.6876, 1.1770)
C (-0.6216, 7.5704, -2.7705)
C (-0.4337, -3.4070, 1.1842)
H (-5.0336, -3.6613, 0.4306)
C (0.1387, 5.3169, -3.3764)
H (-1.9317, 3.0399, 1.2461)
C (-1.7181, 6.2786, -4.6608)
H (-2.6304, 4.1378, 3.2472)
C (5.4748, -3.3265, 1.8151)
H (5.6948, -2.5731, 2.5855)
H (-1.2497, -3.9549, 0.6959)
O (1.2931, -4.3681, 2.6759)
C (5.8339, -2.8029, 0.4252)
C (-1.1405, -0.7390, -2.5818)
C (-1.7550, 1.8871, -0.5510)
H (0.9215, 1.1671, -1.7753)
H (2.8849, 0.4689, -3.8643)
H (-0.5980, 8.4789, -2.1824)
H (6.4366, -1.8899, 0.4832)
C (3.1111, -3.6837, -4.0344)
C (2.6448, 0.3583, -2.7996)
C (-5.5812, -5.4077, 1.5182)
H (-0.4119, 4.6603, 2.1621)
O (0.8873, 4.3882, -3.1764)
H (-3.2741, 8.4489, 3.4517)
H (-0.6289, 2.3629, 3.2299)
H (-2.4802, 6.2611, -5.4294)
C (-2.8326, 6.3174, 3.2136)
H (-2.8455, 1.8697, -0.6695)
H (0.5984, 2.2206, 0.6672)
O (4.0963, -3.6367, 1.8550)
O (-2.9512, -4.6255, -0.7374)
H (3.6305, -4.6121, 3.6179)
C (3.5247, -3.6238, 3.1446)
C (-3.1387, 4.9603, 3.7362)
C (0.3611, 3.8938, 2.0129)
H (-0.3684, -3.3101, 3.3149)
C (4.1086, -3.8535, -5.1229)
C (5.4071, -3.9517, -4.8543)
C (0.2045, 6.5516, -2.5522)
C (-1.3432, 0.5332, 0.0826)
C (2.0562, -3.2577, 3.0924)
H (-1.6755, 4.0356, -0.1808)
O (-5.9454, -7.4628, 2.6164)
H (4.9126, -2.5535, -0.1054)
C (-2.1216, -1.6187, 0.9573)
H (1.7301, -2.9398, 4.0944)
H (6.0589, -4.2278, 2.0592)
N (3.4686, 1.3551, -2.0990)
H (0.4611, -3.5149, 0.5471)
C (-4.8246, -4.6953, 0.6779)
H (0.6484, 3.7972, -0.1323)
H (0.9532, 6.5604, -1.7702)
C (0.3864, -0.8448, -2.3555)
C (3.6194, -3.6176, -2.6388)
H (-1.4255, 0.3160, -2.6546)
H (-6.4578, -4.9957, 2.0022)
H (0.5222, 3.3764, 4.1353)
H (-1.3210, 2.0121, -1.5519)
H (2.9866, -0.6350, -2.4815)
C (-4.3652, 7.2961, 4.8591)
C (4.9187, -3.7224, -2.3733)
C (0.1373, 3.2140, 0.6466)
H (3.7126, -3.8924, -6.1298)
C (-3.9912, 4.7866, 4.7426)
H (1.1100, 2.1280, 3.0333)
H (-1.4318, -2.4115, -1.3029)

3.
Density functional theory data (wB97M-V/def2-TZVPD) for a 2-piece molecular cluster, C2H3ClS overall in a non-equilibrium geometry.

LUMO level (spin up / spin down) in eV: 0.9 / -3.8
Energy in a.u.: -936.20684
2S+1: 3
ΔE to the lowest compared entry with this formula, charge and spin in kJ/mol: 61.7
Strongest force on any atom in eV/A: 1.95
Frontier orbital gap (spin up / spin down) in eV: 8.780 / 6.173
Net charge: 0
Highest occupied orbital energy (spin up / spin down) in eV: -7.905 / -10.010

Geometry (Å):
H (1.8276, -0.3250, 0.0570)
S (0.2520, 1.5879, -0.0401)
C (-0.0368, 0.0777, -0.7384)
H (-0.9385, -0.3141, -1.0500)
C (0.8627, -0.0876, 0.3595)
Cl (-2.5908, -0.4679, 0.0587)
H (0.6239, -0.4710, 1.3534)

4.
Density functional theory data (wB97M-V/def2-TZVPD) for a 5-piece molecular cluster, C11H30NO8 overall in a non-equilibrium geometry.

LUMO level in eV: 2.8
Energy in a.u.: -1093.61747
Strongest force on any atom in eV/A: 5.24
Frontier orbital gap in eV: 7.686
Net charge: -1
Highest occupied orbital energy in eV: -4.935

Geometry (Å):
H (1.2843, -4.5850, -2.1754)
H (0.0883, 3.0467, -1.8960)
O (0.1511, -3.1456, -2.8433)
C (0.8270, 2.2741, 2.9236)
C (0.8855, 4.1947, -0.3006)
H (1.6456, 0.9824, 5.2135)
H (1.7213, 2.3634, 2.3068)
H (-1.9756, -0.5227, -1.3315)
H (0.8029, -0.4610, 5.0041)
H (0.5125, -2.6354, -2.1149)
O (3.2323, -3.1307, -2.6800)
O (-0.9014, 0.9494, 3.7018)
H (0.8617, 5.1328, -0.8551)
H (-0.0761, 4.4091, 0.1656)
H (-1.3290, 1.7167, 3.3147)
O (1.9695, 2.9406, -1.7922)
H (0.4023, -4.8645, -3.6539)
H (0.0563, 2.7770, 2.3396)
H (-5.0381, -0.2819, -1.0304)
H (-4.2153, 0.8120, -2.1509)
C (-2.9097, -0.6036, -0.7756)
C (0.8082, 2.8519, -1.1011)
O (1.5110, -2.8236, 1.7896)
N (1.2810, -2.2640, 0.7120)
H (2.2573, -0.2461, 4.0512)
H (0.6341, 0.1840, 2.4548)
H (-4.1652, -0.8283, -2.5066)
C (0.5068, 0.8364, 3.3187)
H (-3.8578, 0.0910, 0.9724)
O (0.1678, -1.8274, 0.5419)
H (1.7910, 4.2579, 0.3029)
H (-4.2044, -2.0030, -0.5787)
H (2.6391, -4.2400, -4.3805)
H (0.4644, 0.5885, -0.8728)
H (2.7187, -2.5827, -2.0820)
H (-2.2460, -0.5198, 1.1648)
H (2.6906, 2.8075, -1.1726)
H (1.0603, 2.9823, 3.7187)
C (-4.1507, -0.1541, -1.6502)
H (-0.2170, 1.5027, 0.2413)
H (1.4661, 1.3482, 0.4599)
C (0.9895, -4.1201, -3.1161)
C (1.3766, 0.2697, 4.4339)
O (2.0388, -2.2566, -0.2339)
H (-2.5316, 1.1232, 0.4029)
C (-2.8692, 0.0927, 0.5132)
H (2.1257, -2.5184, -4.2217)
C (0.7177, 1.4927, -0.3193)
C (2.2513, -3.4728, -3.7103)
O (-3.2495, -1.9403, -0.5019)

5.
Density functional theory data (wB97M-V/def2-TZVPD) for the molecule C3H8N2O.

LUMO level in eV: 0.9
Energy in a.u.: -303.88119
ΔE to the lowest compared entry with this formula, charge and spin in kJ/mol: 28.7
Strongest force on any atom in eV/A: 0.34
Frontier orbital gap in eV: 10.166
Net charge: 0
Structure (SMILES): CN(C)C(N)=O
Highest occupied orbital energy in eV: -9.273

Geometry (Å):
H (-2.0320, 0.8915, -1.9525)
H (-1.3539, -1.2909, 0.6323)
N (0.1556, 0.1376, 0.2567)
H (2.2339, -0.2347, 0.0340)
H (0.2428, -1.9809, 0.2850)
N (-1.6795, 0.3238, -1.1942)
C (-0.2823, -1.1464, 0.7751)
O (0.2923, 1.3698, -1.6681)
C (-0.3567, 0.6594, -0.9175)
H (-2.3093, 0.2902, -0.4045)
H (-0.0706, -1.1932, 1.8488)
C (1.5427, 0.4582, 0.5361)
H (1.7535, 1.4673, 0.1829)
H (1.7060, 0.4030, 1.6176)

6.
Density functional theory data (wB97M-V/def2-TZVPD) for the molecule C4H6IN3 in a non-equilibrium geometry.

LUMO level in eV: -0.7
Energy in a.u.: -617.92127
ΔE to the lowest compared entry with this formula, charge and spin in kJ/mol: 24.9
Strongest force on any atom in eV/A: 2.63
Frontier orbital gap in eV: 7.591
Net charge: 0
Structure (SMILES): Cn1nccc1NI
Highest occupied orbital energy in eV: -8.287

Geometry (Å):
C (0.1993, -1.9760, -0.1750)
N (1.4820, -0.0356, -0.8582)
H (-1.7658, 1.2310, 1.4635)
H (0.0380, -2.2732, -1.1526)
I (-3.2247, -0.4466, 0.2055)
C (1.5167, 1.2712, -0.6012)
N (-1.4825, 0.3653, 1.0604)
N (0.4153, -0.5038, -0.2625)
C (0.3979, 1.7018, 0.1049)
H (0.1635, 2.7325, 0.2873)
H (-0.7726, -1.9770, 0.2492)
C (-0.2962, 0.5067, 0.3241)
H (2.3305, 1.9266, -1.0208)
H (0.9986, -2.5229, 0.3753)